Molecular formula: C4H5CuLiO
Method: DFT, the ωB97M-V functional and the def2-TZVPD basis

```
12
Properties=species:S:1:pos:R:3
C 2.98586 -1.58686 2.73939
C 2.88385 -2.00806 1.48961
C 3.18957 -2.36220 0.24841
H 2.14572 -1.67761 3.43159
H 3.91894 -1.16113 3.11658
H 3.14060 -1.64912 -0.57152
H 3.48536 -3.39319 0.02744
O -0.61850 -1.21005 -0.26134
C -0.00080 -2.31711 -0.32039
Li 2.06747 0.55227 1.65472
Cu 0.11250 2.09625 -0.29296
H -0.54569 -3.12637 0.23925
```

## Properties
Maximum force, eV Å⁻¹: 7.2
Energy above the lowest of the compared OMol25 structures with the same formula, charge and spin, kJ/mol: 41.28
Highest occupied orbital energy (spin up / spin down), eV: -5.2072 / -5.2001
Kohn-Sham gap (spin up / spin down), eV: 4.91 / 4.37
Spin multiplicity: 2
DFT total energy, eV: -51113.9213